{
  "formula": "C57H142N8O18",
  "method": "ωB97M-V/def2-TZVPD",
  "largest_force_ev_per_a": 3.600,
  "smiles": "CC1(C)CCCC(C)(C)N1O.COCCNCCOC.COCCNCCOC.COCCNCCOC.COCCNCCOC.COCCNCCOC.COCCNCCOC.COCCNCCOC.CCO.CCO.CCO",
  "total_energy_ev": -110174.517,
  "lumo_ha": 0.0229,
  "spin_multiplicity": 1,
  "elements": ["C", "C", "C", "C", "C", "C", "C", "C", "C", "N", "O", "H", "H", "H", "H", "H", "H", "H", "H", "H", "H", "H", "H", "H", "H", "H", "H", "H", "H", "H", "C", "O", "C", "C", "N", "C", "C", "O", "C", "H", "H", "H", "H", "H", "H", "H", "H", "H", "H", "H", "H", "H", "H", "H", "C", "O", "C", "C", "N", "C", "C", "O", "C", "H", "H", "H", "H", "H", "H", "H", "H", "H", "H", "H", "H", "H", "H", "H", "C", "O", "C", "C", "N", "C", "C", "O", "C", "H", "H", "H", "H", "H", "H", "H", "H", "H", "H", "H", "H", "H", "H", "H", "C", "O", "C", "C", "N", "C", "C", "O", "C", "H", "H", "H", "H", "H", "H", "H", "H", "H", "H", "H", "H", "H", "H", "H", "C", "O", "C", "C", "N", "C", "C", "O", "C", "H", "H", "H", "H", "H", "H", "H", "H", "H", "H", "H", "H", "H", "H", "H", "C", "O", "C", "C", "N", "C", "C", "O", "C", "H", "H", "H", "H", "H", "H", "H", "H", "H", "H", "H", "H", "H", "H", "H", "C", "O", "C", "C", "N", "C", "C", "O", "C", "H", "H", "H", "H", "H", "H", "H", "H", "H", "H", "H", "H", "H", "H", "H", "C", "C", "O", "H", "H", "H", "H", "H", "H", "C", "C", "O", "H", "H", "H", "H", "H", "H", "C", "C", "O", "H", "H", "H", "H", "H", "H"],
  "xyz": [[5.016, -0.820, 4.895], [4.818, 0.250, 3.717], [6.043, 0.117, 2.716], [3.563, -0.157, 2.932], [2.242, 0.184, 3.527], [2.262, 1.674, 3.675], [3.352, 2.192, 4.560], [3.415, 3.749, 4.404], [3.002, 1.833, 6.045], [4.604, 1.664, 4.060], [5.611, 2.057, 5.045], [4.170, -0.873, 5.567], [5.099, -1.800, 4.502], [5.983, -0.544, 5.372], [6.089, -0.905, 2.338], [5.926, 0.686, 1.822], [7.014, 0.394, 3.232], [3.630, 0.325, 1.954], [3.690, -1.221, 2.690], [1.495, -0.187, 2.848], [2.167, -0.346, 4.507], [1.278, 2.039, 4.079], [2.306, 2.155, 2.663], [3.353, 3.921, 3.303], [4.347, 4.100, 4.861], [2.568, 4.346, 4.818], [2.087, 2.326, 6.340], [3.740, 2.210, 6.766], [2.984, 0.787, 6.239], [6.362, 2.392, 4.563], [7.607, -0.154, -4.880], [6.345, 0.353, -5.146], [5.492, 0.122, -4.043], [4.130, 0.658, -4.511], [3.087, 0.086, -3.687], [1.783, 0.235, -4.379], [1.155, 1.631, -4.123], [0.070, 1.676, -4.985], [-0.610, 2.885, -4.895], [8.319, 0.406, -5.469], [7.700, -1.200, -5.147], [7.949, -0.045, -3.798], [5.882, 0.586, -3.150], [5.494, -0.911, -3.883], [4.087, 0.340, -5.536], [4.084, 1.722, -4.466], [3.359, -0.872, -3.588], [1.090, -0.518, -3.867], [1.791, 0.168, -5.481], [1.889, 2.341, -4.435], [0.919, 1.825, -3.076], [0.107, 3.675, -5.191], [-0.956, 3.166, -3.890], [-1.456, 2.968, -5.605], [-6.462, 4.065, 1.410], [-6.691, 2.882, 0.718], [-7.889, 2.788, -0.043], [-7.890, 1.542, -0.848], [-7.745, 0.460, 0.149], [-7.495, -0.843, -0.498], [-7.366, -2.037, 0.450], [-6.226, -1.816, 1.285], [-6.089, -2.725, 2.345], [-6.418, 4.879, 0.706], [-5.511, 3.925, 1.882], [-7.247, 4.338, 2.170], [-8.167, 3.678, -0.642], [-8.755, 2.652, 0.589], [-6.987, 1.585, -1.556], [-8.844, 1.467, -1.359], [-6.963, 0.670, 0.819], [-6.561, -0.802, -1.077], [-8.263, -1.032, -1.273], [-7.292, -2.972, -0.162], [-8.274, -2.164, 1.112], [-5.224, -2.320, 2.850], [-5.826, -3.718, 2.004], [-6.855, -2.692, 3.118], [-0.767, 4.158, 5.197], [-1.263, 2.859, 4.966], [-1.781, 2.658, 3.675], [-2.480, 1.340, 3.537], [-1.582, 0.232, 3.500], [-2.140, -1.041, 3.070], [-1.266, -2.208, 3.398], [-1.113, -2.267, 4.791], [-0.037, -3.108, 5.133], [-1.545, 4.896, 5.232], [0.016, 4.446, 4.429], [-0.275, 4.206, 6.208], [-0.953, 2.586, 2.894], [-2.478, 3.559, 3.395], [-3.054, 1.307, 2.614], [-3.242, 1.158, 4.402], [-1.182, 0.040, 4.403], [-2.261, -1.031, 1.954], [-3.155, -1.269, 3.529], [-0.253, -2.118, 2.961], [-1.674, -3.128, 2.935], [0.970, -2.656, 5.082], [-0.069, -4.062, 4.636], [-0.130, -3.250, 6.218], [8.221, -3.156, -1.208], [7.635, -1.940, -1.676], [6.758, -1.327, -0.796], [5.475, -2.100, -0.520], [4.628, -2.360, -1.704], [4.876, -3.666, -2.320], [4.086, -3.795, -3.669], [2.743, -3.685, -3.344], [1.828, -3.622, -4.374], [8.880, -3.003, -0.403], [8.840, -3.562, -2.024], [7.449, -3.946, -0.977], [6.447, -0.443, -1.360], [7.227, -1.004, 0.149], [4.877, -1.416, 0.113], [5.673, -2.989, 0.105], [3.685, -2.311, -1.335], [4.700, -4.461, -1.578], [5.877, -3.770, -2.637], [4.450, -4.770, -4.118], [4.323, -2.948, -4.295], [2.095, -2.973, -5.179], [0.892, -3.210, -3.980], [1.643, -4.600, -4.809], [-1.815, -1.048, -3.859], [-1.640, -2.436, -3.626], [-1.833, -3.218, -4.824], [-3.340, -3.335, -5.164], [-4.278, -3.588, -4.066], [-4.441, -4.919, -3.517], [-5.378, -4.898, -2.366], [-5.119, -3.790, -1.530], [-3.867, -3.798, -0.877], [-2.877, -0.769, -3.933], [-1.177, -0.790, -4.706], [-1.369, -0.496, -3.021], [-1.403, -4.188, -4.528], [-1.354, -2.769, -5.692], [-3.476, -4.105, -5.963], [-3.618, -2.380, -5.659], [-4.228, -2.889, -3.327], [-3.415, -5.370, -3.238], [-4.908, -5.598, -4.230], [-5.244, -5.832, -1.742], [-6.378, -4.785, -2.680], [-3.051, -4.309, -1.431], [-3.846, -4.422, 0.003], [-3.542, -2.749, -0.778], [1.023, 5.357, 0.619], [-0.339, 5.218, 0.243], [-1.204, 5.385, 1.338], [-2.678, 5.564, 0.929], [-2.877, 6.719, 0.089], [-2.886, 7.984, 0.809], [-4.288, 8.311, 1.133], [-4.321, 9.609, 1.722], [-5.555, 10.238, 1.623], [1.631, 4.999, -0.232], [1.277, 4.690, 1.515], [1.251, 6.397, 0.929], [-0.861, 6.185, 1.978], [-1.153, 4.444, 1.863], [-3.277, 5.665, 1.806], [-3.012, 4.668, 0.444], [-2.343, 6.796, -0.808], [-2.547, 8.787, 0.148], [-2.254, 8.117, 1.720], [-4.843, 7.639, 1.842], [-4.865, 8.175, 0.210], [-5.460, 11.200, 2.096], [-6.280, 9.578, 2.059], [-5.861, 10.410, 0.522], [0.743, 1.699, 0.061], [0.610, 0.579, -0.798], [1.104, -0.541, -0.135], [1.011, -1.779, -1.042], [1.778, -2.865, -0.500], [1.306, -3.572, 0.634], [-0.123, -4.143, 0.573], [-0.225, -5.013, 1.667], [-1.509, -5.625, 1.531], [0.322, 2.550, -0.468], [1.729, 1.888, 0.473], [0.071, 1.526, 0.942], [0.535, -0.846, 0.754], [2.122, -0.407, 0.270], [1.608, -1.496, -1.940], [-0.013, -1.922, -1.363], [1.890, -3.527, -1.234], [1.348, -2.877, 1.501], [1.904, -4.377, 0.858], [-0.265, -4.681, -0.370], [-0.875, -3.306, 0.480], [-1.538, -6.251, 2.404], [-1.623, -6.234, 0.625], [-2.272, -4.842, 1.470], [1.803, -7.014, -2.656], [0.505, -7.161, -1.946], [0.554, -7.365, -0.538], [2.596, -7.665, -2.158], [2.276, -6.011, -2.578], [1.712, -7.352, -3.715], [-0.063, -8.016, -2.310], [-0.075, -6.263, -2.055], [1.121, -6.745, -0.101], [4.391, 3.189, -0.089], [3.783, 2.476, -1.272], [3.933, 1.083, -1.049], [5.473, 3.113, -0.051], [4.089, 2.694, 0.824], [4.036, 4.250, -0.206], [4.271, 2.808, -2.201], [2.767, 2.839, -1.364], [3.509, 0.726, -1.831], [-2.570, 0.140, -0.477], [-3.954, 0.503, -0.137], [-4.007, 1.891, 0.271], [-2.258, 0.634, -1.450], [-2.536, -0.901, -0.613], [-1.881, 0.426, 0.301], [-4.328, -0.166, 0.643], [-4.645, 0.378, -1.005], [-4.905, 2.172, 0.352]]
}